# 1
ORCA calculation (ωB97M-V/def2-TZVPD) on C29H40N4O5S in the gas phase in a non-equilibrium geometry.

```
! wB97M-V def2-TZVPD RIJCOSX def2/J DEFGRID3
* xyz 0 1
C -7.3061 -1.2428 1.1286
H -7.4960 -2.2575 1.4710
H -8.0132 -0.5764 1.6173
H -7.4813 -1.2027 0.0559
C -5.8723 -0.8294 1.4456
C -4.8673 -1.7688 0.7748
C -3.4382 -1.3274 1.0832
N -3.2093 0.0492 0.6971
S -2.8545 0.3372 -0.9034
O -2.1007 -0.7845 -1.3925
O -3.9808 0.7741 -1.6817
C -1.7001 1.6936 -0.7311
C -0.7278 1.5273 0.2341
C 0.3174 2.4328 0.3275
C 0.3581 3.5124 -0.5714
C -0.6620 3.6969 -1.4955
C -1.6937 2.7767 -1.5857
H -2.4804 2.8792 -2.3151
H -0.6140 4.5554 -2.1455
O 1.3872 4.4020 -0.5413
C 2.6028 3.8687 -0.0604
C 2.4699 3.0375 1.2085
O 3.3403 3.0090 2.0509
N 1.3236 2.3068 1.2961
C 1.0615 1.5778 2.5216
H 1.9594 1.6859 3.1403
H 0.2210 2.0393 3.0515
C 0.7456 0.0824 2.4247
O -0.0161 -0.4111 3.2350
N 1.3667 -0.6165 1.4650
H 1.9811 -0.1880 0.7878
C 1.1618 -2.0416 1.3363
H 0.4774 -2.3208 2.1412
C 0.5765 -2.4458 -0.0169
H -0.2198 -1.7588 -0.3057
H 0.1367 -3.4390 0.0903
C 1.6318 -2.5209 -1.1221
N 2.0958 -1.2101 -1.5551
C 3.5311 -1.1954 -1.8245
C 4.2718 -1.1253 -0.5147
C 4.2438 0.0540 0.2213
C 4.8545 0.1386 1.4591
C 5.5086 -0.9663 1.9785
C 5.5568 -2.1418 1.2497
C 4.9412 -2.2209 0.0115
H 4.9905 -3.1419 -0.5535
H 6.0746 -3.0031 1.6464
H 5.9857 -0.9081 2.9452
H 4.8175 1.0652 2.0124
H 3.7499 0.9221 -0.1945
H 3.7658 -0.3043 -2.4081
H 3.8592 -2.0761 -2.3992
C 1.2568 -0.6259 -2.5999
C 1.4642 0.8884 -2.6621
H 0.6290 1.3541 -3.1780
H 1.5125 1.2926 -1.6558
H 2.3780 1.1482 -3.1936
C 1.4522 -1.2329 -3.9959
H 1.3093 -2.3107 -3.9790
H 0.7230 -0.8069 -4.6792
H 2.4493 -1.0220 -4.3780
H 0.2234 -0.8056 -2.2843
H 2.4874 -3.0806 -0.7366
H 1.2145 -3.0940 -1.9625
H 2.1190 -2.5514 1.4943
H 3.2591 4.7169 0.1438
H 3.0721 3.2451 -0.8391
H -0.8129 0.6824 0.8930
C -4.1501 0.9899 1.2646
C -5.5994 0.6013 0.9756
H -5.7655 0.6687 -0.1009
H -6.2705 1.3013 1.4764
H -3.9202 1.9684 0.8363
H -3.9695 1.0258 2.3445
H -2.7179 -1.9302 0.5297
H -3.2246 -1.4092 2.1540
H -5.0160 -2.7938 1.1186
H -5.0133 -1.7412 -0.3077
H -5.7217 -0.8771 2.5313
*
```

Values from the calculation:
LUMO (eV): 0.61
HOMO (eV): -8.48
ΔE to the lowest compared entry with this formula, charge and spin (kJ/mol): 11.1
Gap between HOMO and LUMO (eV): 9.091
SMILES string: CC1CCN(S(=O)(=O)c2ccc3c(c2)N(CC(=O)NCCCN(Cc2ccccc2)C(C)C)C(=O)CO3)CC1
Electronic energy (hartree): -2122.5195

***

# 2
ORCA calculation (ωB97M-V/def2-TZVPD) on a molecular structure, C29H40N6ORe.

```
! wB97M-V def2-TZVPD RIJCOSX def2/J DEFGRID3
* xyz 2 2
Re 0.9534 0.1533 -1.2797
C 0.4332 -2.1689 -3.2726
C 0.8724 -2.8457 -1.9607
N 1.8349 -2.0099 -1.2175
C 3.2029 -2.0278 -1.7999
C 3.8675 -0.6633 -1.6771
N 2.9267 0.4319 -2.0516
C 2.7750 0.7072 -3.5149
C 1.8830 -0.3440 -4.1598
N 0.6978 -0.6940 -3.2918
H -0.6388 -2.3147 -3.3916
H 0.9144 -2.6155 -4.1423
H 1.2772 -3.8390 -2.1719
H 0.0063 -2.9680 -1.3145
H 1.8845 -2.3497 -0.2619
H 3.1285 -2.3445 -2.8366
H 3.8255 -2.7707 -1.2994
H 4.7791 -0.5988 -2.2728
H 4.1393 -0.4886 -0.6347
H 3.3225 1.2853 -1.6630
H 3.7529 0.7449 -3.9985
H 2.3165 1.6908 -3.5972
H 2.4413 -1.2551 -4.3502
H 1.5354 0.0125 -5.1292
H -0.1244 -0.2518 -3.6897
C -1.7075 3.2586 -2.0222
C -0.9910 2.2605 -1.1100
C -1.0197 2.8315 0.3191
C 0.4372 1.9783 -1.4886
C -1.5410 0.8344 -1.1810
C -1.3611 -0.0521 -0.1202
C -1.8399 -1.3713 -0.1967
C -2.5168 -1.8042 -1.3128
C -2.7060 -0.9234 -2.3856
C -2.2058 0.3589 -2.3333
H -1.2497 4.2412 -1.9118
H -2.7598 3.3407 -1.7461
H -1.6518 2.9966 -3.0784
H -0.5766 3.8279 0.3145
H -0.4687 2.2295 1.0417
H -2.0489 2.9212 0.6702
H 1.0082 2.8615 -1.8112
H -0.9964 0.3158 0.8283
H -1.7277 -2.0265 0.6587
H -2.9301 -2.8038 -1.3517
H -3.2657 -1.2469 -3.2545
H -2.3909 1.0310 -3.1598
C -4.2418 2.4530 3.1438
C -3.3472 1.2499 3.2136
C -3.7912 -0.0111 2.8216
C -2.9617 -1.1157 2.8841
C -1.6489 -0.9979 3.3394
N -0.8837 -2.1980 3.3362
C 0.3635 -2.5173 3.8130
O 0.6684 -3.6445 4.1062
N 1.3011 -1.4650 3.9683
C 1.7245 -0.5797 3.0011
C 2.7283 0.3427 3.3098
C 3.1336 1.2478 2.3539
C 2.5483 1.2250 1.1026
N 1.6024 0.3319 0.7756
C 1.1947 -0.5485 1.7076
C -1.1965 0.2505 3.7578
C -2.0441 1.3481 3.6879
H -5.2864 2.1619 3.0483
H -3.9921 3.0816 2.2855
H -4.1435 3.0684 4.0376
H -4.8109 -0.1378 2.4794
H -3.3471 -2.0868 2.5957
H -1.4460 -3.0367 3.2837
H 1.9773 -1.6864 4.6858
H 3.1663 0.3540 4.3002
H 3.8898 1.9867 2.5777
H 2.8064 1.9610 0.3551
H 0.4354 -1.2575 1.4122
H -0.2177 0.3797 4.1869
H -1.6785 2.3059 4.0397
*
```

Values from the calculation:
LUMO (spin up / spin down) (eV): -5.68 / -6.31
HOMO (spin up / spin down) (eV): -13.11 / -13.11
Gap between HOMO and LUMO (spin up / spin down) (eV): 7.428 / 6.800
Electronic energy (hartree): -1610.6249

***

# 3
ORCA calculation (ωB97M-V/def2-TZVPD) on a molecular structure, C29H40N8O9Tb.

```
! wB97M-V def2-TZVPD RIJCOSX def2/J DEFGRID3
* xyz -1 7
Tb 1.0537 -0.3737 -0.9753
O 2.7264 -1.3931 -2.6114
C 2.2033 -2.4734 -3.3667
C 0.7914 -2.1813 -3.8482
N -0.1669 -1.9955 -2.7486
C -0.4590 -3.2555 -2.0773
C 0.5046 -3.5864 -0.9294
O 0.4941 -4.7305 -0.4817
O 1.2168 -2.6148 -0.5091
C -1.3570 -1.2947 -3.2347
C -1.2769 0.2309 -3.0735
O -1.9737 0.9414 -3.7723
O -0.5060 0.6265 -2.1154
H 2.5538 -0.5548 -3.1477
H 2.2499 -3.3611 -2.7348
H 2.8388 -2.6557 -4.2445
H 0.4494 -3.0009 -4.5038
H 0.8056 -1.2608 -4.4339
H -0.4756 -4.1049 -2.7747
H -1.4531 -3.1916 -1.6266
H -2.2186 -1.6013 -2.6362
H -1.5799 -1.5349 -4.2804
O 2.3376 2.6978 -4.5481
C 2.3764 1.8018 -3.7131
O 1.7904 0.6771 -3.7233
C 3.2947 2.0029 -2.5050
C 4.3565 2.8962 -2.5857
C 5.2732 2.9426 -1.5523
C 5.0911 2.1147 -0.4575
C 3.9706 1.2986 -0.4264
N 3.0904 1.2402 -1.4274
C 3.6582 0.4511 0.8017
O 4.5012 0.3579 1.6842
O 2.4900 -0.0595 0.7831
H 4.4349 3.5050 -3.4738
H 6.1250 3.6096 -1.6010
H 5.7683 2.0850 0.3827
C 1.0984 4.1174 2.7811
N 0.5955 3.5082 1.5716
C 1.5159 3.5143 0.4601
C -0.4472 2.6278 1.5816
N -0.4515 1.5854 0.8191
C -1.7087 1.1366 0.3673
C -2.6170 2.0217 -0.2106
C -3.7913 1.5723 -0.7824
C -4.0605 0.2110 -0.8105
C -3.1564 -0.6821 -0.2599
C -1.9807 -0.2371 0.3504
N -0.9356 -1.0626 0.8365
C -1.1512 -2.1307 1.5416
N -0.1579 -2.6546 2.2986
C 1.0549 -1.8937 2.5381
C 0.0282 -4.0598 2.6071
N -2.4703 -2.6538 1.6641
C -3.2015 -2.1106 2.7881
C -2.8171 -4.0133 1.3279
N -1.4410 2.9244 2.5044
C -2.0361 4.2365 2.5610
C -2.2235 1.8536 3.0761
H 1.1592 5.2051 2.6771
H 2.1041 3.7419 2.9988
H 0.4468 3.8801 3.6172
H 1.0377 3.0882 -0.4201
H 1.8112 4.5449 0.2410
H 2.4141 2.9383 0.6924
H -2.3524 3.0710 -0.2638
H -4.4596 2.2742 -1.2622
H -4.9516 -0.1600 -1.2982
H -3.3499 -1.7422 -0.3131
H 0.8564 -0.8298 2.4539
H 1.8365 -2.1527 1.8267
H 1.3962 -2.1299 3.5499
H -0.7810 -4.6777 2.2469
H 0.1356 -4.1881 3.6886
H 0.9329 -4.4076 2.1033
H -2.9761 -1.0482 2.8994
H -2.9724 -2.6234 3.7355
H -4.2736 -2.2026 2.5958
H -2.2391 -4.3520 0.4662
H -3.8781 -4.0323 1.0560
H -2.6836 -4.7330 2.1452
H -1.3823 4.9608 2.0802
H -2.1961 4.5444 3.5996
H -3.0054 4.2480 2.0452
H -3.1500 1.6580 2.5222
H -2.4765 2.1184 4.1070
H -1.6284 0.9403 3.0863
*
```

Values from the calculation:
LUMO (spin up / spin down) (eV): 2.33 / 2.34
HOMO (spin up / spin down) (eV): -5.38 / -5.38
Gap between HOMO and LUMO (spin up / spin down) (eV): 7.711 / 7.720
Electronic energy (hartree): -3069.0048

***

> What is the electronic energy in the first record?

-2122.5195 hartree

***

> What is the formula in the second record?

C29H40N6ORe

***

> Look up the electronic energy of the second one.

-1610.6249 hartree

***

> Look up the electronic energy of the second one.

-1610.6249 hartree